# C25H32N4O4S

One molecule with the formula C25H32N4O4S in a non-equilibrium geometry (wB97M-V/def2-TZVPD, the Open Molecules 2025 dataset).

```
! wB97M-V def2-TZVPD RIJCOSX def2/J DEFGRID3
* xyz 0 1
O -1.283 -2.769 -1.368
C -0.246 -2.148 -1.284
C 1.136 -2.816 -1.362
N 2.104 -2.014 -0.647
C 2.056 -2.190 0.793
C 2.626 -0.933 1.443
C 3.928 -0.532 0.809
C 4.744 0.406 1.430
C 5.939 0.801 0.860
C 6.336 0.255 -0.350
C 5.529 -0.675 -0.979
C 4.325 -1.073 -0.412
C 3.468 -2.090 -1.120
N -0.111 -0.808 -1.142
C -1.086 0.147 -0.869
C -2.430 -0.097 -1.102
C -3.369 0.826 -0.693
S -5.103 0.439 -0.897
O -5.282 -0.224 -2.155
O -5.864 1.627 -0.629
N -5.545 -0.663 0.279
C -5.618 -0.172 1.630
C -4.271 -0.373 2.368
O -3.314 -0.982 1.533
C -3.769 -2.211 1.005
C -5.043 -2.008 0.149
C -2.998 2.007 -0.089
C -1.652 2.291 0.075
C -0.675 1.379 -0.311
N 0.708 1.581 -0.137
C 1.481 1.801 -1.357
C 1.517 3.329 -1.542
C 1.405 3.886 -0.114
C 1.165 2.634 0.753
H 1.052 -3.849 -0.994
H 1.411 -2.861 -2.420
H 1.018 -2.330 1.102
H 2.632 -3.078 1.107
H 2.766 -1.092 2.514
H 1.907 -0.119 1.318
H 4.433 0.826 2.377
H 6.561 1.530 1.356
H 7.269 0.554 -0.802
H 5.834 -1.102 -1.924
H 3.478 -1.889 -2.195
H 3.906 -3.096 -0.964
H 0.850 -0.535 -0.933
H -2.742 -1.012 -1.575
H -6.423 -0.707 2.146
H -5.886 0.881 1.558
H -3.830 0.581 2.661
H -4.420 -0.989 3.269
H -2.945 -2.596 0.404
H -3.972 -2.909 1.832
H -5.830 -2.703 0.463
H -4.847 -2.162 -0.911
H -3.762 2.704 0.215
H -1.369 3.236 0.510
H 1.036 1.296 -2.212
H 2.493 1.416 -1.192
H 2.429 3.647 -2.043
H 0.666 3.646 -2.145
H 0.575 4.587 -0.034
H 2.312 4.402 0.194
H 2.121 2.299 1.172
H 0.470 2.792 1.575
*
```

Calculated values
SMILES: O=C(CN1CCc2ccccc2C1)Nc1cc(S(=O)(=O)N2CCOCC2)ccc1N1CCCC1
HOMO-LUMO gap (eV): 8.755
ΔE to the lowest compared entry with this formula, charge and spin (kcal/mol): 53.6

Taken from the natural (NBO) analysis, the atomic charges in e are: O -0.6176; C 0.6810; C -0.3042; N -0.4621; C -0.2200; C -0.4314; C -0.0156; C -0.1990; C -0.2109; C -0.2145; C -0.1933; C -0.0314; C -0.2307; N -0.6623; C 0.1991; C -0.2166; C -0.3245; S 2.3287; O -0.9381; O -0.9499; N -0.6538; C -0.2689; C -0.0860; O -0.5285; C -0.1029; C -0.2648; C -0.2008; C -0.2464; C 0.1478; N -0.4636; C -0.2334; C -0.4132; C -0.4317; C -0.2226; H 0.2050; H 0.2250; H 0.2133; H 0.1750; H 0.2177; H 0.2349; H 0.2086; H 0.2140; H 0.2144; H 0.2082; H 0.2096; H 0.1784; H 0.4528; H 0.2618; H 0.1990; H 0.2424; H 0.1960; H 0.1635; H 0.2263; H 0.1609; H 0.1991; H 0.2418; H 0.2415; H 0.2154; H 0.2171; H 0.2011; H 0.2154; H 0.2097; H 0.2078; H 0.2137; H 0.1983; H 0.2146


# C29H28CrF6N4O10PS

C29H28CrF6N4O10PS as an isolated structure (wB97M-V/def2-TZVPD, the Open Molecules 2025 dataset).

```
! wB97M-V def2-TZVPD RIJCOSX def2/J DEFGRID3
* xyz 0 2
Cr 2.360 -0.099 0.348
O 1.746 3.273 2.146
C 1.855 2.730 1.075
O 2.572 1.632 0.898
C 1.176 3.290 -0.145
C 1.485 2.843 -1.412
C 0.722 3.218 -2.515
C -0.312 4.122 -2.361
C -0.558 4.617 -1.088
C 0.148 4.213 0.025
N -1.674 5.568 -0.916
O -1.829 6.061 0.179
O -2.385 5.775 -1.880
N 0.608 0.989 -3.404
O 1.611 0.205 -3.372
O -1.640 1.389 -2.837
H 2.287 2.128 -1.554
H -0.933 4.429 -3.190
H -0.093 4.586 1.010
F 1.953 -2.093 -0.410
P 3.435 -2.550 -1.122
F 4.875 -2.700 -1.718
F 3.747 -0.827 -0.823
F 3.960 -2.812 0.356
F 2.828 -2.119 -2.513
F 2.962 -4.040 -1.287
C 0.811 0.093 5.260
C 0.311 -1.335 5.080
C 1.089 -2.141 4.016
C 0.538 -3.575 3.920
C 1.226 -4.406 2.843
C 2.542 -2.222 4.478
O 2.868 -2.820 5.473
N 3.493 -1.546 3.727
C 3.222 -0.952 2.532
O 4.070 -0.432 1.806
N 1.952 -0.902 2.056
C 0.874 -1.456 2.669
O -0.242 -1.385 2.181
H 0.195 0.625 5.984
H 0.780 0.660 4.327
H 1.838 0.115 5.631
H -0.736 -1.336 4.774
H 0.387 -1.887 6.018
H -0.531 -3.497 3.718
H 0.664 -4.038 4.899
H 1.102 -3.964 1.852
H 0.812 -5.413 2.809
H 2.297 -4.502 3.036
H 4.458 -1.608 4.019
O 0.587 0.287 -0.370
S -0.481 -0.805 -0.618
C -1.974 0.039 -0.074
C -3.158 -0.851 -0.322
C -3.258 -2.068 0.348
C -4.334 -2.908 0.106
C -5.318 -2.537 -0.800
C -5.225 -1.323 -1.465
C -4.145 -0.485 -1.230
C -0.689 -0.779 -2.436
C -0.559 0.584 -3.008
C -2.403 1.972 -3.815
C -2.066 2.528 -4.976
C -0.788 2.863 -5.599
C 0.444 2.892 -5.091
C 0.962 2.410 -3.771
H -2.033 1.001 -0.577
H -1.787 0.183 0.991
H -2.492 -2.346 1.064
H -4.406 -3.851 0.631
H -6.158 -3.192 -0.985
H -5.994 -1.028 -2.166
H -4.069 0.464 -1.747
H -1.678 -1.200 -2.618
H 0.093 -1.427 -2.830
H -3.436 1.981 -3.491
H -2.931 2.888 -5.519
H -0.890 3.232 -6.612
H 1.223 3.292 -5.728
H 2.035 2.279 -3.889
*
```

Calculated values
HOMO-LUMO gap (alpha / beta) (eV): 8.044 / 8.355

Taken from the Löwdin analysis, the atomic charges in e are: Cr 1.0032; O 0.1233; C -0.5103; O -0.1267; C -0.0932; C 0.0451; C -0.1254; C 0.0647; C -0.1066; C 0.0879; N -0.3515; O 0.0931; O 0.0757; N -0.1206; O -0.0488; O 0.0015; H 0.1315; H 0.1237; H 0.1368; F -0.2415; P 0.2439; F -0.0662; F -0.2383; F -0.0969; F -0.0937; F -0.0755; C -0.0611; C -0.1613; C -0.2987; C -0.1679; C -0.0586; C -0.3961; O 0.1279; N 0.2509; C -0.5072; O 0.0604; N 0.0824; C -0.4121; O 0.0525; H 0.0801; H 0.0801; H 0.0823; H 0.1219; H 0.1256; H 0.1204; H 0.1231; H 0.0757; H 0.0797; H 0.0847; H 0.1804; O -0.5343; S 1.1121; C -0.2455; C -0.2815; C -0.0359; C -0.0651; C -0.0790; C -0.0705; C -0.0411; C -0.1574; C -0.2735; C -0.0953; C -0.0592; C -0.0751; C -0.0189; C -0.1384; H 0.0998; H 0.1034; H 0.1094; H 0.1079; H 0.1052; H 0.1062; H 0.1017; H 0.1142; H 0.1045; H 0.1212; H 0.1103; H 0.1067; H 0.1150; H 0.1529


# C11H29NO4

A 4-piece molecular cluster, C11H29NO4 overall in a non-equilibrium geometry (wB97M-V/def2-TZVPD, the Open Molecules 2025 dataset).

```
! wB97M-V def2-TZVPD RIJCOSX def2/J DEFGRID3
* xyz 0 1
C 0.834 1.664 0.029
C 0.138 0.982 1.205
C 0.533 1.751 2.476
C -1.404 1.167 0.925
C -2.221 0.153 1.743
C -1.749 -1.242 1.340
C -0.294 -1.547 1.764
C -0.237 -1.563 3.305
C 0.115 -2.884 1.152
N 0.521 -0.444 1.184
O 1.876 -0.617 1.410
H 1.894 1.416 -0.027
H 0.404 1.198 -0.860
H 0.612 2.719 -0.127
H -0.044 1.423 3.342
H 1.621 1.688 2.550
H 0.330 2.818 2.380
H -1.678 2.210 1.079
H -1.608 0.897 -0.113
H -2.245 0.524 2.770
H -3.252 0.341 1.427
H -1.782 -1.374 0.258
H -2.380 -1.995 1.816
H 0.800 -1.710 3.635
H -0.682 -2.499 3.651
H -0.606 -0.717 3.879
H 1.141 -3.109 1.440
H -0.041 -2.935 0.077
H -0.575 -3.600 1.603
H 2.027 -0.450 2.360
C -1.153 1.439 -4.676
C -0.533 0.778 -3.457
O -0.233 -0.571 -3.650
H -1.734 0.700 -5.232
H -0.379 1.776 -5.366
H -1.784 2.301 -4.461
H -1.077 1.002 -2.534
H 0.472 1.215 -3.338
H 0.154 -1.039 -2.876
O 3.059 0.290 -2.557
H 2.911 1.059 -3.117
H 3.959 0.393 -2.229
O 1.284 -1.488 -1.626
H 1.968 -0.822 -1.848
H 1.039 -1.296 -0.703
*
```

Calculated values
SMILES: CC1(C)CCCC(C)(C)N1O.CCO.O.O
HOMO-LUMO gap (eV): 9.201
ΔE to the lowest compared entry with this formula, charge and spin (kcal/mol): 14.7

Taken from the natural (NBO) analysis, the atomic charges in e are: C -0.6257; C 0.1241; C -0.6526; C -0.3906; C -0.4176; C -0.4123; C 0.1383; C -0.6550; C -0.6198; N -0.2165; O -0.5695; H 0.2232; H 0.2168; H 0.2113; H 0.2064; H 0.2096; H 0.2205; H 0.2133; H 0.2018; H 0.2061; H 0.2144; H 0.2188; H 0.2144; H 0.1996; H 0.2205; H 0.2192; H 0.2263; H 0.2316; H 0.2086; H 0.4428; C -0.6316; C -0.0455; O -0.7737; H 0.2207; H 0.2015; H 0.2075; H 0.1463; H 0.1269; H 0.5126; O -0.9447; H 0.4884; H 0.4839; O -0.9919; H 0.5015; H 0.4901


# C23H49GaN2OP3S

C23H49GaN2OP3S as an isolated structure in a non-equilibrium geometry (wB97M-V/def2-TZVPD, the Open Molecules 2025 dataset).

```
! wB97M-V def2-TZVPD RIJCOSX def2/J DEFGRID3
* xyz 3 1
Ga 0.181 1.864 -1.412
P 2.000 2.511 0.081
P -1.839 1.409 1.488
P -1.540 2.888 -2.494
H 0.172 -0.413 -4.663
C 0.355 0.689 -4.548
C 1.209 1.191 -3.651
H 2.191 0.761 -3.595
C 3.269 1.384 0.755
C 1.476 3.363 1.601
C 2.873 3.839 -0.829
C -3.323 0.355 1.244
C -1.543 0.870 3.221
C -2.752 2.955 1.937
C -1.233 3.310 -4.247
C -1.513 4.421 -1.556
C -3.141 2.086 -2.356
H -0.023 1.288 -5.404
H 1.184 2.186 -3.139
H 3.718 0.794 -0.051
H 2.811 0.664 1.451
H 4.093 1.898 1.285
H 1.281 2.639 2.400
H 0.551 3.917 1.426
H 2.245 4.068 1.948
H 3.219 3.472 -1.805
H 3.742 4.234 -0.284
H 2.189 4.675 -1.026
H -3.983 0.516 2.108
H -2.997 -0.693 1.217
H -3.859 0.589 0.314
H -2.440 0.991 3.835
H -0.741 1.478 3.646
H -1.249 -0.180 3.233
H -3.493 2.669 2.696
H -3.257 3.393 1.066
H -2.049 3.684 2.362
H -2.090 3.560 -4.895
H -0.839 2.403 -4.695
H -0.431 4.055 -4.388
H -2.167 5.172 -2.002
H -0.495 4.822 -1.512
H -1.834 4.202 -0.537
H -3.818 2.362 -3.169
H -3.636 2.334 -1.418
H -3.006 1.002 -2.380
C 0.322 -2.847 -2.995
C -0.996 -2.369 -3.237
C -1.975 -3.258 -3.719
C -1.697 -4.621 -3.860
C -0.401 -5.084 -3.699
C 0.609 -4.181 -3.364
S 1.851 -2.083 -2.463
H 1.844 -1.957 -1.122
H -1.239 -1.321 -3.008
H -2.975 -2.883 -3.982
H -2.537 -5.312 -4.091
H -0.148 -6.150 -3.833
H 1.663 -4.516 -3.384
C 1.993 -0.621 4.572
N 1.568 -1.897 4.059
C 1.797 -3.092 4.859
C 0.890 -4.208 4.403
C 0.967 -4.404 2.906
N 0.795 -3.135 2.252
C 0.503 -3.164 0.850
C 1.254 -1.929 2.728
O 1.320 -0.925 1.989
H 1.236 0.155 4.387
H 2.922 -0.282 4.089
H 2.152 -0.699 5.653
H 2.850 -3.414 4.730
H 1.592 -2.821 5.905
H -0.144 -3.972 4.658
H 1.167 -5.141 4.899
H 0.178 -5.084 2.563
H 1.927 -4.866 2.607
H 1.416 -3.158 0.201
H -0.038 -4.105 0.619
H -0.136 -2.331 0.570
*
```

Calculated values
HOMO-LUMO gap (alpha / beta) (eV): 3.620 / 3.619
ΔE to the lowest compared entry with this formula, charge and spin (kcal/mol): 37.6

Taken from the Löwdin analysis, the atomic charges in e are: Ga 0.6828; P 0.7822; P 0.8017; P 0.7592; H 0.0977; C 0.0339; C -0.1525; H 0.0708; C -0.1899; C -0.2135; C -0.2246; C -0.2746; C -0.2601; C -0.2815; C -0.1813; C -0.2190; C -0.1870; H 0.1049; H -0.0161; H 0.0673; H 0.0319; H 0.1004; H 0.0579; H 0.0422; H 0.0936; H 0.0608; H 0.0886; H 0.0587; H 0.0653; H 0.0531; H 0.0318; H 0.0695; H 0.0354; H 0.0453; H 0.0622; H 0.0291; H 0.0473; H 0.1041; H -0.0176; H 0.0946; H 0.0952; H 0.0589; H 0.0349; H 0.0894; H 0.0569; H 0.0616; C -0.5755; C -0.1246; C -0.0777; C -0.0608; C -0.0512; C -0.1304; S 0.8172; H -0.1696; H 0.0706; H 0.1150; H 0.1340; H 0.1325; H 0.1070; C -0.0421; N -0.0906; C -0.1392; C -0.1475; C -0.1599; N -0.0956; C -0.0687; C -0.4732; O -0.0437; H 0.0679; H 0.0924; H 0.1024; H 0.1437; H 0.1353; H 0.1260; H 0.1318; H 0.1308; H 0.1424; H 0.0675; H 0.1085; H 0.0734


# C14H15N3O5S

One molecule with the formula C14H15N3O5S in a non-equilibrium geometry (wB97M-V/def2-TZVPD, the Open Molecules 2025 dataset).

```
! wB97M-V def2-TZVPD RIJCOSX def2/J DEFGRID3
* xyz 0 1
C -0.985 5.781 -3.955
C -1.233 4.394 -4.523
O -0.579 3.453 -3.699
C -0.733 2.127 -4.124
C -0.043 1.250 -3.145
N 0.272 0.019 -3.343
N 0.875 -0.553 -2.308
C 1.023 0.254 -1.309
N 1.620 -0.117 -0.134
C 1.731 0.723 0.932
O 1.350 1.870 0.912
C 2.405 0.082 2.143
O 2.339 -1.322 2.153
C 1.123 -1.917 2.397
C 1.154 -3.302 2.520
C -0.001 -4.039 2.751
C -1.180 -3.342 2.854
C -1.211 -1.954 2.730
C -0.078 -1.209 2.500
O -2.495 -1.510 2.867
C -3.282 -2.665 3.077
O -2.452 -3.805 3.075
S 0.401 1.865 -1.569
H -1.369 5.837 -2.940
H 0.082 5.984 -3.931
H -1.480 6.528 -4.569
H -0.843 4.322 -5.551
H -2.312 4.175 -4.553
H -1.802 1.852 -4.174
H -0.305 1.969 -5.127
H 1.957 -1.070 -0.066
H 1.988 0.522 3.056
H 3.472 0.323 2.102
H 2.106 -3.798 2.432
H 0.026 -5.111 2.845
H -0.147 -0.140 2.402
H -4.031 -2.750 2.273
H -3.799 -2.585 4.047
*
```

Calculated values
SMILES: CCOCc1nnc(NC(=O)COc2ccc3c(c2)OCO3)s1
HOMO-LUMO gap (eV): 8.788
ΔE to the lowest compared entry with this formula, charge and spin (kcal/mol): 26.2

Taken from the natural (NBO) analysis, the atomic charges in e are: C -0.6199; C -0.0537; O -0.5382; C -0.1007; C 0.0017; N -0.2532; N -0.2993; C 0.1833; N -0.6192; C 0.6559; O -0.5884; C -0.1632; O -0.4981; C 0.2898; C -0.2699; C -0.2518; C 0.2687; C 0.2541; C -0.3516; O -0.4737; C 0.2365; O -0.4910; S 0.4342; H 0.2144; H 0.2146; H 0.2125; H 0.1636; H 0.1626; H 0.1873; H 0.1956; H 0.4396; H 0.2104; H 0.2287; H 0.2293; H 0.2313; H 0.2404; H 0.1590; H 0.1585


> Number 1 is which compound?

C25H32N4O4S